Entry 1:
The following is a quantum chemistry calculation of a structure of composition C12H13AsN3O2RuS2, from OMol25.

CARTESIAN COORDINATES (ANGSTROEM)
Ru: 0.36387 0.26958 -0.07659
S: 2.44814 -0.32635 -0.19270
C: 2.92335 -0.81943 1.39442
C: 4.24906 -1.17478 1.68829
C: 4.57322 -1.52037 2.97566
C: 3.59186 -1.54037 3.98565
C: 2.29000 -1.20944 3.70757
C: 1.95365 -0.83759 2.39427
S: 0.33620 -0.44798 1.95322
H: 4.99368 -1.16094 0.90324
H: 5.59307 -1.78109 3.22189
H: 3.87284 -1.81375 4.99316
H: 1.53203 -1.22047 4.47924
O: 0.82108 2.06616 -0.63526
N: -0.42665 2.51973 -0.45356
C: -0.55494 3.76200 -0.16041
C: -1.89206 4.23876 0.04833
N: -2.96400 4.61688 0.20098
C: 0.55702 4.66464 -0.08285
N: 1.44996 5.38093 -0.01381
C: -1.57316 -2.45121 -2.60292
As: -2.28921 -0.87427 -1.79590
C: -2.21361 0.59040 -3.02356
C: -4.08084 -1.15725 -1.21009
O: -1.40896 -0.50600 -0.38839
H: -2.11559 -2.66889 -3.52194
H: -1.67308 -3.28026 -1.90481
H: -0.51968 -2.28988 -2.82850
H: -2.74441 0.31513 -3.93423
H: -1.17450 0.81557 -3.26261
H: -2.68112 1.46138 -2.56731
H: -4.72361 -1.32041 -2.07401
H: -4.40859 -0.27516 -0.66232
H: -4.10498 -2.02528 -0.55410

Output
Energy above the lowest of the compared OMol25 structures with the same formula, charge and spin = 67.8 kJ/mol
Total charge = +1
Gap between HOMO and LUMO (spin up / spin down) = 6.352 / 6.225 eV

=====

Entry 2:
The following is a quantum chemistry calculation of a cluster of 5 separate species, C34H82FN5O5PS in total, from OMol25.

CARTESIAN COORDINATES (ANGSTROEM)
N: 1.50373 4.04648 0.20397
P: 0.93728 2.44186 -0.32344
C: 2.18767 1.87624 -1.63636
C: 1.47814 0.96613 -2.75675
C: 2.48430 0.11299 -3.65484
F: 1.77582 -1.01447 -4.24889
C: -0.75904 2.74129 -1.09927
C: -1.98432 2.29903 -0.15482
C: -3.29325 2.20938 -1.10691
C: -4.38703 1.19983 -0.51716
S: -4.15476 -0.54656 -1.13456
O: -5.46390 -0.93156 -1.79600
O: -3.03763 -0.64966 -2.16486
O: -3.75139 -1.59537 0.11282
C: 0.91375 1.37590 1.22433
C: 0.53786 -0.16752 0.98321
C: 1.78604 -1.13515 0.75416
O: 1.77946 -2.24350 1.35604
O: 2.88151 -0.87596 -0.10704
H: 1.62098 4.65668 -0.61939
H: 2.39769 3.85936 0.68057
H: 2.54311 2.83408 -2.17946
H: 3.12050 1.42062 -1.16724
H: 0.86885 1.66224 -3.44216
H: 0.75820 0.24701 -2.23352
H: 3.36532 -0.33665 -3.08572
H: 2.90400 0.70146 -4.54954
H: -0.87430 2.27148 -2.14538
H: -0.86310 3.87988 -1.27784
H: -1.79703 1.26542 0.31655
H: -2.11859 3.07718 0.68286
H: -2.98631 1.91229 -2.17741
H: -3.77747 3.24615 -1.20367
H: -5.41680 1.59659 -0.82117
H: -4.35361 1.19593 0.63147
H: -3.12290 -2.24616 -0.28825
H: 1.88960 1.48795 1.81638
H: 0.09134 1.80454 1.91488
H: 0.03552 -0.53265 1.95567
H: -0.26478 -0.33090 0.16740
H: 3.03096 -1.69707 -0.62703
C: -3.67637 6.32751 -3.45515
C: -4.36327 6.83838 -2.19362
N: -3.53390 6.73826 -0.99457
C: -4.28175 6.93198 0.24690
C: -4.91553 8.30126 0.48553
C: -2.23390 7.39907 -1.04807
C: -2.20854 8.89612 -1.35550
H: -3.30557 5.30746 -3.31740
H: -4.38685 6.31569 -4.28537
H: -2.84026 6.96596 -3.75110
H: -5.26156 6.22862 -2.05092
H: -4.70696 7.86514 -2.36716
H: -3.63791 6.68893 1.09939
H: -5.08101 6.18188 0.27824
H: -4.16999 9.05339 0.74500
H: -5.61106 8.24072 1.32781
H: -5.48386 8.65311 -0.37822
H: -1.62258 6.89141 -1.80442
H: -1.69614 7.22449 -0.10947
H: -2.84963 9.16204 -2.19848
H: -1.18989 9.19870 -1.61753
H: -2.50312 9.49285 -0.49285
C: 3.69586 -4.93120 7.58163
C: 2.97519 -5.12739 6.25295
N: 1.82612 -4.24553 6.07879
C: 0.96052 -4.63171 4.96807
C: 1.55025 -4.57020 3.55964
C: 2.08356 -2.81590 6.19884
C: 3.12924 -2.20166 5.26776
H: 3.00260 -5.01579 8.42249
H: 4.46463 -5.69873 7.70281
H: 4.19391 -3.95974 7.63630
H: 2.62778 -6.16538 6.22836
H: 3.69999 -5.02097 5.43550
H: 0.04607 -4.02886 4.99431
H: 0.62169 -5.65890 5.14645
H: 1.65070 -3.54382 3.20694
H: 0.88166 -5.08184 2.86015
H: 2.52402 -5.06149 3.49407
H: 2.38993 -2.60864 7.23048
H: 1.14425 -2.26389 6.08435
H: 4.04702 -2.79178 5.22019
H: 3.40466 -1.20633 5.63217
H: 2.74551 -2.07276 4.25492
C: -8.00770 -1.01702 -8.15906
C: -6.81446 -0.86252 -7.22330
N: -6.94921 -1.61352 -5.98048
C: -5.97286 -1.23290 -4.96237
C: -4.49996 -1.49521 -5.26256
C: -7.18520 -3.04671 -6.11318
C: -6.16108 -3.86684 -6.89833
H: -8.94298 -0.77172 -7.64916
H: -7.90185 -0.33840 -9.00958
H: -8.08388 -2.03110 -8.55902
H: -6.73323 0.20284 -6.98258
H: -5.89914 -1.13090 -7.76621
H: -6.22896 -1.71706 -4.01527
H: -6.09027 -0.16002 -4.76752
H: -4.25358 -2.55515 -5.18974
H: -3.88262 -0.97407 -4.52503
H: -4.19940 -1.13341 -6.24903
H: -8.16314 -3.19000 -6.58679
H: -7.30311 -3.49119 -5.11925
H: -5.88436 -3.39730 -7.84489
H: -6.58352 -4.84799 -7.13683
H: -5.25430 -4.04533 -6.32053
C: 9.58519 -2.24916 5.26566
C: 8.20556 -2.61923 4.73403
N: 8.14984 -2.71682 3.27951
C: 6.78908 -2.76346 2.75275
C: 5.92605 -3.96817 3.12469
C: 9.09229 -3.63993 2.65627
C: 9.05316 -5.10297 3.09842
H: 9.95745 -1.33578 4.79432
H: 9.53175 -2.07234 6.34302
H: 10.31302 -3.04767 5.10235
H: 7.51624 -1.83287 5.05980
H: 7.87392 -3.54603 5.21907
H: 6.81998 -2.67646 1.66103
H: 6.26710 -1.85948 3.08983
H: 6.23048 -4.86660 2.58681
H: 4.88469 -3.77116 2.84945
H: 5.94309 -4.17751 4.19697
H: 10.10645 -3.26380 2.83215
H: 8.97830 -3.59912 1.56770
H: 9.01414 -5.21211 4.18442
H: 9.95884 -5.61292 2.75581
H: 8.20727 -5.63620 2.66477

Output
Total charge = +1
Gap between HOMO and LUMO = 6.173 eV

=====

Entry 3:
The following is a quantum chemistry calculation of a structure of composition C33H26Cl5F4N5Rb, from OMol25.

CARTESIAN COORDINATES (ANGSTROEM)
Rb: 11.64683 13.07361 8.55643
C: 14.55323 12.71902 6.21617
N: 13.86807 14.00985 6.56693
C: 14.84229 15.08024 6.88444
C: 12.90284 14.38862 5.51049
C: 12.12788 15.65437 5.78881
N: 11.53098 15.69763 7.12165
C: 11.02693 16.84097 7.52914
C: 9.96402 16.85907 8.54318
F: 9.75298 15.69403 9.21968
C: 9.12406 17.94339 8.69127
F: 8.07284 17.86298 9.55414
C: 9.37827 19.15263 8.00097
C: 10.64521 19.26731 7.42396
F: 11.12115 20.50499 7.08377
C: 11.46791 18.17832 7.21950
F: 12.76457 18.38167 6.79217
H: 14.87180 12.67316 5.18738
H: 13.87098 11.89035 6.34533
H: 15.44873 12.48385 6.83893
H: 15.49787 15.25289 5.98285
H: 15.43679 14.78368 7.76301
H: 14.29359 16.00219 7.14686
H: 12.14923 13.55125 5.49232
H: 13.37925 14.49951 4.52188
H: 11.34070 15.65380 4.96857
H: 12.77394 16.55872 5.63459
H: 8.76025 20.06782 8.03172
C: 10.96694 10.38854 5.33724
C: 11.50242 9.50742 6.36794
C: 11.17587 8.17138 6.40358
C: 11.77112 7.34113 7.33971
C: 12.71363 7.87032 8.19854
C: 12.96998 9.24760 8.20393
N: 12.31319 10.04834 7.30982
C: 14.02704 9.87950 9.02431
C: 15.13975 9.06746 9.15585
C: 16.22565 9.55028 9.88050
C: 16.13512 10.83787 10.42794
C: 14.96135 11.55870 10.26367
N: 13.94417 11.15606 9.44686
C: 14.74024 12.88461 10.95606
C: 15.46344 13.09841 12.14769
C: 15.24692 14.29526 12.81300
C: 14.45131 15.26465 12.24235
C: 13.87922 15.03186 11.00908
C: 13.17084 16.09652 10.27995
N: 13.96841 13.83459 10.42593
H: 10.75454 9.81094 4.42475
H: 11.70881 11.19200 5.11745
H: 10.00643 10.86841 5.63384
H: 10.49809 7.80079 5.66681
H: 11.40330 6.32243 7.55334
H: 13.13377 7.22767 8.99273
H: 15.06936 8.01539 8.89068
H: 17.11565 8.95318 10.10155
H: 16.96807 11.17434 11.00685
H: 15.99302 12.27040 12.64284
H: 15.81892 14.49764 13.78748
H: 14.25752 16.23232 12.73382
H: 13.77572 17.05756 10.31793
H: 12.20094 16.37961 10.79645
H: 12.85652 15.79324 9.30107
Cl: 10.74359 10.74083 11.69232
C: 9.42116 10.66318 10.62940
C: 9.35033 11.48235 9.53278
C: 8.37439 11.44581 8.57569
Cl: 8.41566 12.45562 7.18956
C: 7.23496 10.67380 8.79956
Cl: 5.98454 10.63556 7.64484
C: 7.29526 9.71976 9.88872
Cl: 6.12647 8.55387 9.98784
C: 8.36053 9.69939 10.83403
Cl: 8.43858 8.63470 12.13436

Output
Energy above the lowest of the compared OMol25 structures with the same formula, charge and spin = 0.0 kJ/mol
Total charge = -1
Gap between HOMO and LUMO = 5.573 eV

=====

Entry 4:
The following is a quantum chemistry calculation of the molecule C2H5NO3S, from OMol25.

CARTESIAN COORDINATES (ANGSTROEM)
C: -0.81898 0.89723 0.34038
C: 0.21487 1.96388 0.16755
N: -0.15669 -1.82528 0.41837
O: 0.68170 -0.24922 -1.53573
O: -1.82811 0.79802 0.93530
O: 0.54564 -2.90871 -0.15465
S: -0.53122 -0.63319 -0.82458
H: 0.80296 2.52892 0.90009
H: -0.35884 2.74357 -0.34662
H: 1.02282 1.61858 -0.43279
H: -1.07276 -2.13168 0.70122
H: 1.49862 -2.80214 -0.16852

Output
Energy above the lowest of the compared OMol25 structures with the same formula, charge and spin = 429.5 kJ/mol
Gap between HOMO and LUMO = 9.150 eV

=====

Entry 5:
The following is a quantum chemistry calculation of the ion C11H12Cl2N3OS with charge +1, from OMol25.

CARTESIAN COORDINATES (ANGSTROEM)
C: 3.30568 2.49706 1.19183
C: 2.57231 2.90801 -0.07634
C: 1.63153 1.85049 -0.55781
N: 0.35643 2.08418 -0.60708
N: -0.24543 0.97697 -1.06300
C: 0.69983 0.10257 -1.27326
S: 0.58665 -1.48227 -1.88928
C: -1.24629 -1.66943 -1.96875
C: -1.78199 -2.26802 -0.70973
C: -1.43307 -3.57192 -0.36486
C: -1.89943 -4.16723 0.78919
C: -2.74043 -3.44871 1.62951
C: -3.10748 -2.15001 1.31185
C: -2.62513 -1.56592 0.15047
Cl: -3.11985 0.04731 -0.21186
H: -3.76733 -1.59687 1.96041
Cl: -3.33621 -4.16803 3.07272
H: -1.62080 -5.17827 1.03712
H: -0.77801 -4.12517 -1.02151
H: -1.40729 -2.33143 -2.81900
H: -1.65803 -0.68280 -2.16612
O: 1.93403 0.61341 -0.96328
H: 3.29445 3.16256 -0.85897
N: 1.65992 4.07794 0.18598
H: 1.70641 4.37514 1.16666
H: 0.69470 3.67033 -0.03093
H: 1.84150 4.88464 -0.41752
H: 3.96680 3.29142 1.52844
H: 3.91358 1.61823 0.99177
H: 2.60300 2.24583 1.98336

Output
SMILES string = C[C@H]([NH3+])c1nnc(SCc2ccc(Cl)cc2Cl)o1
Total charge = +1
Gap between HOMO and LUMO = 8.077 eV

=====

Entry 6:
The following is a quantum chemistry calculation of a structure of composition C28H20FeN4O2, from OMol25.

CARTESIAN COORDINATES (ANGSTROEM)
Fe: 0.11142 0.03274 -0.73647
O: -2.54684 6.23227 0.91824
C: -1.41638 5.88192 1.29238
O: -0.56991 6.39386 2.04217
C: -0.96789 4.51151 0.69936
C: -1.77684 3.83158 -0.19852
C: -1.36055 2.60450 -0.67417
N: -0.20261 2.06203 -0.30080
C: 0.58748 2.70634 0.55281
C: 0.23688 3.93844 1.07320
C: 1.82530 1.97927 0.91540
C: 2.74121 2.48859 1.82497
C: 3.85268 1.74045 2.16201
C: 4.02112 0.49457 1.58310
C: 3.06551 0.06650 0.68402
N: 1.99767 0.78591 0.33966
C: -2.16040 1.75568 -1.58910
C: -3.39636 2.13724 -2.08843
C: -4.10033 1.26147 -2.89506
C: -3.54801 0.02692 -3.19543
C: -2.30751 -0.27403 -2.66850
N: -1.62779 0.56785 -1.88705
H: -2.71217 4.29981 -0.47498
H: 0.85125 4.49518 1.76787
H: 2.58087 3.45758 2.27407
H: 4.57298 2.11975 2.87488
H: 4.86908 -0.13097 1.82070
H: 3.16648 -0.91261 0.23020
H: -3.80862 3.10430 -1.84028
H: -5.07423 1.53768 -3.27842
H: -4.06540 -0.68754 -3.82002
H: -1.83054 -1.22499 -2.86919
N: 1.24192 -1.59759 -1.67090
C: 0.83023 -2.95667 -1.44745
C: 0.81004 -3.82773 -2.52874
C: 0.42599 -5.14945 -2.36856
C: 0.07157 -5.60280 -1.10775
C: 0.08034 -4.72186 -0.03711
C: 0.44881 -3.38327 -0.17917
C: 0.32824 -2.45838 0.97685
C: 0.62053 -2.92383 2.26396
C: 0.34515 -2.15301 3.37929
C: -0.26083 -0.91267 3.22157
C: -0.51497 -0.43709 1.94094
C: -0.19615 -1.17400 0.78966
H: 1.52294 -1.46952 -2.63484
H: 2.01366 -1.34098 -1.06865
H: 1.10482 -3.46554 -3.50912
H: 0.41046 -5.81608 -3.22141
H: -0.22990 -6.63163 -0.96092
H: -0.23731 -5.06806 0.93821
H: 1.07835 -3.89906 2.39222
H: 0.58190 -2.52376 4.36901
H: -0.51416 -0.31435 4.08899
H: -0.96918 0.54352 1.83528

Output
Gap between HOMO and LUMO (spin up / spin down) = 6.868 / 6.893 eV

=====

Per-record maximum force, eV/A: 0.8, 6.4, 4.0, 2.4, 1.6, 1.5